(1)
This record from the Open Molecules 2025 dataset describes a molecular structure, C20H27B2Br43O5P. The level of theory is the ωB97M-V functional and the def2-TZVPD basis.

Last column: Mulliken charge in e.
CARTESIAN COORDINATES (ANGSTROEM)
C 3.265 -2.358 -2.753  -0.013
C 3.262 -0.900 -2.081  -0.294
B 2.029 -0.008 -2.653  -0.829
O 2.324 1.255 -3.346  -0.143
B 0.412 -0.437 -2.530  0.874
C -0.248 -0.233 -4.024  0.238
C -1.441 -1.226 -4.386  -0.014
O -1.962 -1.101 -5.529  -0.576
O -2.009 -2.212 -3.514  -0.195
C -1.214 -3.413 -3.486  0.667
C -0.967 -4.011 -2.007  -0.611
O -0.717 -3.943 -4.504  -0.592
P -0.347 0.656 -1.148  0.156
O -0.225 -0.232 0.348  -0.034
Br -2.575 1.036 -1.585  -0.245
H 3.371 -2.276 -3.898  0.283
H 2.250 -2.847 -2.573  -0.211
H 4.145 -2.958 -2.334  -0.049
H 3.296 -0.940 -0.935  0.201
H 4.254 -0.395 -2.408  0.090
H 2.497 1.067 -4.291  0.231
H 0.352 -1.587 -2.179  -0.548
H 0.597 -0.289 -4.805  0.168
H -0.690 0.834 -4.066  -0.064
H -1.396 -5.056 -1.879  0.367
H 0.153 -3.942 -1.766  0.094
H -1.490 -3.325 -1.242  0.127
H -0.835 -1.008 0.289  0.111
C -4.555 3.158 1.656  -0.309
Br -4.861 2.940 3.560  -0.112
Br -5.782 4.443 0.876  -0.062
Br -2.706 3.590 1.268  0.289
H -4.761 2.197 1.188  0.343
C 3.865 -5.506 -5.536  -0.367
Br 4.386 -7.376 -5.567  -0.071
Br 2.037 -5.272 -4.926  0.079
Br 5.102 -4.429 -4.505  0.003
H 3.907 -5.148 -6.563  0.376
C -0.313 6.732 3.322  0.374
Br 0.982 7.165 4.699  -0.038
Br 0.512 5.846 1.807  -0.051
Br -1.804 5.714 4.024  0.013
H -0.716 7.675 2.959  -0.412
C 6.382 -4.303 0.123  -0.407
Br 4.765 -3.635 0.958  0.086
Br 6.161 -6.123 -0.511  -0.025
Br 7.007 -3.122 -1.281  -0.053
H 7.154 -4.324 0.889  0.402
C -0.557 0.338 4.166  0.192
Br -2.443 -0.062 3.952  -0.067
Br 0.569 -1.108 3.532  0.135
Br -0.085 2.030 3.347  0.043
H -0.372 0.435 5.235  -0.271
C 4.499 -5.762 4.346  -0.325
Br 6.142 -4.871 4.865  -0.040
Br 4.060 -7.223 5.542  0.001
Br 3.028 -4.513 4.167  0.094
H 4.669 -6.196 3.362  0.280
C -7.732 3.490 -2.608  -0.284
Br -6.634 1.984 -2.077  0.032
Br -8.963 3.020 -4.031  -0.060
Br -8.646 4.282 -1.092  -0.101
H -7.061 4.250 -3.005  0.360
C -0.764 11.015 3.595  -0.309
Br 0.529 11.452 4.972  -0.025
Br 0.066 10.135 2.081  0.010
Br -2.248 9.983 4.299  -0.010
H -1.174 11.956 3.232  0.366
C 1.513 -10.864 4.808  -0.308
Br 1.351 -12.736 4.327  -0.038
Br 2.877 -10.583 6.157  -0.051
Br 1.796 -9.743 3.252  0.001
H 0.563 -10.565 5.248  0.367
C 1.996 -0.069 7.552  -0.345
Br 0.108 -0.464 7.348  -0.042
Br 3.107 -1.520 6.903  0.013
Br 2.468 1.624 6.733  -0.013
H 2.187 0.027 8.619  0.353
C -2.445 7.959 -0.215  0.211
Br -4.052 8.647 0.625  -0.043
Br -2.670 6.129 -0.810  0.050
Br -1.827 9.116 -1.645  -0.048
H -1.666 7.952 0.546  -0.223
C -2.073 -4.476 4.143  -0.319
Br -2.235 -6.353 3.678  -0.065
Br -0.710 -4.183 5.492  -0.019
Br -1.794 -3.372 2.574  -0.002
H -3.022 -4.174 4.581  0.364
C 2.284 4.928 -4.049  -0.333
Br 0.548 4.156 -3.678  0.083
Br 2.761 4.765 -5.922  -0.064
Br 2.404 6.764 -3.432  -0.077
H 3.015 4.353 -3.483  0.329
C -5.175 1.502 -6.174  -0.353
Br -6.575 0.171 -5.993  -0.050
Br -5.899 3.263 -6.555  -0.084
Br -3.999 1.524 -4.635  0.093
H -4.571 1.214 -7.033  0.341

Results
M   3835.901 g/mol
ΔE to the lowest compared entry with this formula, charge and spin   53.37 kcal per mole
Net charge   -1
Total energy   -112228.0864 Eh
Orbital gap   5.7 eV
2S+1   1

(2)
This record from the Open Molecules 2025 dataset describes 2 unconnected molecules or ions with the total composition C20H27BrF4IN3O7. The level of theory is the ωB97M-V functional and the def2-TZVPD basis.

Last column: Mulliken charge in e.
CARTESIAN COORDINATES (ANGSTROEM)
N 0.148 -2.221 -1.889  -0.445
C 0.188 -0.847 -1.464  0.647
C 0.934 -0.855 -0.076  -1.215
O 1.798 0.290 0.077  -0.357
C 2.626 0.214 1.143  0.817
F 2.271 -0.674 2.066  -0.249
F 3.887 0.039 0.739  -0.265
F 2.594 1.424 1.753  -0.231
O 0.707 0.098 -2.382  -0.380
C 1.590 -0.415 -3.371  -0.746
C 2.956 -0.969 -2.844  0.183
C 3.285 -2.443 -3.351  -0.943
C 4.477 -2.498 -4.341  -1.163
I 3.640 -2.450 -6.361  -0.005
C -1.337 -0.409 -1.181  0.967
C -1.249 0.931 -0.370  -0.489
C -2.333 1.970 -0.767  -0.004
O -2.202 2.681 -1.657  -0.405
F -3.481 2.096 -0.030  -0.275
N -1.924 -0.085 -2.501  -0.747
C -2.575 -0.973 -2.997  0.549
O -3.245 -1.764 -3.435  -0.414
O -1.917 -1.495 -0.510  -0.391
C -3.093 -1.192 0.231  0.023
C -2.844 -1.221 1.790  -0.787
C -2.480 -2.658 2.294  -0.181
O -1.763 -3.378 1.701  -0.430
C -4.082 -2.394 -0.065  -0.745
C -5.346 -2.349 0.800  0.276
O -6.013 -1.417 0.952  -0.380
Br -5.838 -4.060 1.676  -0.195
H -0.255 -2.358 -2.809  0.327
H 1.021 -2.716 -1.761  0.260
H 0.219 -0.985 0.761  0.326
H 1.585 -1.758 -0.025  0.578
H 1.115 -1.148 -4.060  0.365
H 1.833 0.448 -4.024  0.331
H 3.086 -0.911 -1.751  -0.102
H 3.767 -0.342 -3.276  0.592
H 3.458 -3.036 -2.424  0.325
H 2.352 -2.847 -3.787  0.527
H 5.223 -1.703 -4.203  0.485
H 4.931 -3.503 -4.255  0.432
H -0.297 1.465 -0.550  0.636
H -1.333 0.812 0.725  0.157
H -3.646 -0.291 -0.089  0.294
H -3.737 -0.870 2.337  0.546
H -1.991 -0.585 2.100  0.383
H -2.951 -2.972 3.259  0.413
H -3.566 -3.367 -0.079  0.593
H -4.425 -2.227 -1.112  0.490
C 1.495 4.489 2.748  -1.003
C 1.312 5.429 3.933  -0.479
C 1.307 4.697 5.277  -0.421
C 0.181 3.770 5.397  0.249
N -0.699 3.035 5.476  -0.422
H 0.675 3.772 2.678  0.228
H 1.521 5.056 1.816  0.381
H 2.431 3.933 2.832  0.282
H 0.384 5.992 3.808  0.322
H 2.126 6.158 3.934  0.318
H 1.251 5.431 6.085  0.286
H 2.245 4.154 5.409  0.277

Results
M   704.250 g/mol
Net charge   0
SMILES   N[C@@](COC(F)(F)F)(OCCCCI)[C@@](CC(=O)F)(N=C=O)O[C@H](CC=O)CC(=O)Br.CCCC#N
Total energy   -4740.3707 Eh
Orbital gap   9.9 eV
2S+1   1

(3)
This record from the Open Molecules 2025 dataset describes a molecular structure, C20H27ClN2O2. The level of theory is the ωB97M-V functional and the def2-TZVPD basis.

Last column: Mulliken charge in e.
CARTESIAN COORDINATES (ANGSTROEM)
O -1.991 -1.909 -2.611  -0.788
C -1.811 -0.966 -1.798  0.791
N -0.677 -0.415 -1.826  0.277
C -0.382 0.867 -0.987  -1.620
H -0.984 1.888 -1.271  0.307
C -0.663 0.637 0.407  0.705
H -0.681 1.584 0.874  0.648
C 0.285 -0.087 1.086  0.144
O 1.240 -0.535 0.403  -0.719
N 0.377 -0.261 2.498  0.280
C -0.723 0.121 3.179  -0.850
H -0.238 0.765 4.065  0.480
H -1.258 1.118 3.009  0.301
C -1.572 -0.975 3.866  -0.815
H -2.302 -1.169 3.149  0.435
H -2.039 -0.448 4.624  0.428
C -0.677 -2.043 4.617  -1.086
H 0.017 -1.745 5.245  0.628
H -1.669 -2.805 5.033  0.262
C -0.012 -2.996 3.358  -0.612
C 1.279 -2.381 3.100  -0.133
H 2.129 -2.913 3.694  0.390
H 1.615 -2.978 2.069  0.273
C 1.624 -1.028 2.948  -1.718
H 1.325 -0.494 4.008  0.287
H 2.352 -0.755 2.534  0.948
H 0.056 -3.861 3.876  0.477
H -0.806 -2.994 2.453  0.152
C -1.937 -0.238 0.386  0.025
C -2.675 -0.313 -0.888  -1.065
H -3.130 0.690 -1.286  0.317
H -3.725 -0.787 -0.877  0.348
H -1.847 -1.327 0.722  -0.019
H -2.701 0.259 1.251  0.249
H 0.735 1.198 -1.079  0.274
C 0.441 -1.002 -2.749  -0.647
H 1.280 -0.713 -1.981  0.176
H 0.485 -2.046 -2.910  0.589
C 0.741 -0.150 -4.040  -1.442
C 1.150 1.256 -3.992  0.816
C 0.350 2.234 -3.968  0.131
C 0.708 3.561 -4.024  -0.726
C 1.857 4.039 -3.414  0.544
C 2.834 3.076 -3.076  -1.002
C 2.316 1.728 -3.450  0.043
H 3.101 0.836 -2.997  0.105
H 3.782 3.231 -2.638  0.451
Cl 2.283 5.614 -2.891  -0.209
H -0.336 4.425 -4.032  0.157
H -0.754 2.089 -4.560  0.117
H -0.241 -0.224 -4.582  0.303
H 1.474 -0.660 -4.525  0.593

Results
M   362.901 g/mol
ΔE to the lowest compared entry with this formula, charge and spin   343.27 kcal per mole
Net charge   0
Total energy   -1498.0208 Eh
Orbital gap   9.3 eV
2S+1   1

(4)
This record from the Open Molecules 2025 dataset describes a single C20H27ClN4O2 molecule. The level of theory is the ωB97M-V functional and the def2-TZVPD basis.

Last column: Mulliken charge in e.
CARTESIAN COORDINATES (ANGSTROEM)
C 3.390 0.392 4.571  -1.146
H 4.001 -0.114 3.828  0.303
C 2.612 -0.611 5.415  -0.585
C 1.574 -1.391 4.608  -0.629
H 0.996 -2.021 5.287  0.341
H 0.893 -0.680 4.135  0.227
C 2.208 -2.294 3.551  -0.486
N 1.301 -3.335 3.089  0.110
C 1.989 -4.291 2.248  -1.118
H 2.460 -3.839 1.363  0.372
H 1.284 -5.052 1.917  0.330
H 2.768 -4.777 2.836  0.368
C 0.060 -2.860 2.515  -1.237
C 0.177 -1.994 1.248  -0.226
N -1.134 -1.579 0.807  0.033
C -1.388 -0.334 0.366  0.463
O -0.598 0.585 0.442  -0.674
C -2.777 -0.160 -0.250  -0.925
H -3.530 -0.686 0.337  0.380
H -3.003 0.907 -0.265  0.388
C -2.772 -0.691 -1.689  -0.913
N -1.671 -0.105 -2.427  0.870
N -1.897 1.091 -2.919  -1.017
C -0.941 1.760 -3.501  0.565
C 0.368 1.201 -3.607  -0.478
C 0.596 -0.035 -3.112  -0.962
C -0.456 -0.783 -2.462  0.868
O -0.357 -1.905 -1.992  -0.682
H 1.563 -0.511 -3.165  0.470
H 1.154 1.755 -4.096  0.331
C -1.290 3.077 -4.040  0.763
C -2.618 3.354 -4.370  -0.323
C -2.979 4.581 -4.888  -0.740
C -2.007 5.552 -5.078  0.409
C -0.685 5.304 -4.745  -0.807
C -0.332 4.071 -4.229  -0.513
H 0.696 3.899 -3.951  0.321
H 0.059 6.071 -4.886  0.408
Cl -2.449 7.088 -5.734  -0.215
H -4.006 4.788 -5.145  0.404
H -3.361 2.588 -4.216  0.424
H -2.628 -1.774 -1.707  0.491
H -3.701 -0.423 -2.196  0.343
H -1.780 -2.319 0.580  0.306
H 0.670 -2.550 0.442  0.278
H 0.741 -1.081 1.447  0.300
H -0.472 -2.290 3.280  0.251
H -0.543 -3.744 2.282  0.470
H 3.060 -2.811 4.005  0.511
H 2.594 -1.688 2.715  0.256
H 2.096 -0.075 6.215  0.329
H 3.309 -1.311 5.883  0.329
H 2.708 1.065 4.056  0.290
H 4.048 0.987 5.202  0.372

Results
M   390.915 g/mol
ΔE to the lowest compared entry with this formula, charge and spin   9.62 kcal per mole
Net charge   0
SMILES   CCCCN(C)CCNC(=O)CCn1nc(-c2ccc(Cl)cc2)ccc1=O
Total energy   -1608.0146 Eh
Orbital gap   8.2 eV
2S+1   1

Look up the 2S+1 of the fourth one.
1